Record 1
Molecular formula: C31H47Cl2N7SScSeSi3
Method: DFT, the ωB97M-V functional and the def2-TZVPD basis

Values from the calculation:
**DFT total energy**: -6941.9996 Ha
**Total charge**: +1
**ΔE to the lowest compared entry with this formula, charge and spin**: 48.8 kJ/mol
**HOMO level**: -10.3 eV
**Largest force on an atom**: 2.08 eV/A

Last column: Mulliken charge in e.
Geometry (Å):
Sc1 -0.011024 -0.314078 0.593577  -1.820
C1 -4.528370 -0.774981 1.091055  -1.678
C2 -3.087281 -0.983454 0.992645  -0.293
N1 -2.238132 -0.020119 1.067600  1.864
N2 -2.768773 1.231210 1.229897  -1.109
C3 -1.918248 2.206414 1.102084  0.373
N3 -2.406467 3.441093 1.162610  -0.277
S1 -0.108583 2.191331 0.999289  -0.589
C4 -2.524686 -2.272489 0.464692  0.704
C5 -3.280428 -3.460691 0.474639  -1.031
C6 -2.864803 -4.552680 -0.269738  -0.999
C7 -1.710080 -4.381854 -0.987855  -0.744
C8 -0.870282 -3.275373 -0.795796  0.317
N4 -1.282719 -2.217336 -0.064865  1.206
H1 -4.946608 -1.631380 1.567346  0.433
H2 -4.950189 -0.788102 0.042385  0.282
H3 -4.800183 0.172481 1.602348  0.388
H4 -3.384806 3.546005 1.460717  0.254
H5 -1.773814 4.202861 1.390046  0.251
H6 -4.209413 -3.472108 0.982429  0.478
H7 -3.467068 -5.430132 -0.390261  0.492
H8 -1.442067 -5.128834 -1.717323  0.510
H9 1.150179 -3.735458 1.289752  -0.352
Cl1 0.453162 -2.290615 -5.294267  -0.170
C9 -1.288936 -1.793310 -5.441475  0.574
Cl2 -2.408139 -3.061507 -4.966883  -0.144
H10 -1.478150 -1.600023 -6.483299  0.382
H11 -1.443213 -0.905172 -4.886869  -0.543
C10 0.388657 -3.185171 -1.543005  -0.044
Si1 2.334641 -2.709741 1.679642  0.591
C11 3.103402 -3.510015 3.195795  -1.189
C12 3.647781 -2.767160 0.257092  -1.307
C13 1.496700 -1.008295 2.074731  2.003
Si2 0.809543 -1.025517 3.854368  0.509
C14 -0.215444 0.516659 4.194715  -1.120
C15 -0.199907 -2.586447 4.092392  -1.015
C16 2.059563 -0.898567 5.274946  -1.367
Si3 2.807641 0.303687 1.700484  0.739
C17 2.549141 2.026725 2.457891  -1.242
C18 4.577758 -0.028031 2.191678  -1.098
C19 2.638866 0.514224 -0.227928  -0.120
C20 3.635957 1.219495 -0.896766  -0.753
C21 3.713883 1.155942 -2.256048  -0.785
C22 2.742065 0.468281 -2.978552  -1.365
C23 1.688630 -0.079161 -2.283607  -0.317
N5 1.624870 -0.045632 -0.964320  1.628
H12 0.652698 -4.172097 -1.932293  0.702
H13 1.190374 -2.883069 -0.854669  -0.670
H14 0.341056 -2.460558 -2.386857  -0.530
H15 3.924456 -2.913158 3.572545  0.340
H16 3.501361 -4.518503 3.089859  0.431
H17 2.430288 -3.559817 4.033532  0.291
H18 3.412753 -3.710560 -0.294748  0.458
H19 4.578290 -2.886464 0.796156  0.485
H20 3.706839 -1.927264 -0.424955  0.262
H21 -1.189093 0.585439 3.621203  0.048
H22 0.250544 1.467781 4.022967  0.403
H23 -0.443744 0.461470 5.235324  0.565
H24 -1.007578 -2.464813 4.857785  0.396
H25 0.420363 -3.389618 4.483898  0.392
H26 -0.681758 -2.889156 3.172696  0.149
H27 2.296109 0.137469 5.559694  0.377
H28 3.032377 -1.392181 5.216851  0.364
H29 1.598045 -1.334092 6.152604  0.419
H30 3.237775 2.130537 3.292123  0.434
H31 1.529593 2.139161 2.762088  -0.034
H32 2.716743 2.889883 1.800040  0.306
H33 4.599922 0.440263 3.157914  0.405
H34 5.408316 0.455897 1.614232  0.305
H35 4.855576 -1.079307 2.315474  0.302
H36 4.387294 1.810103 -0.324459  0.465
H37 4.584173 1.576947 -2.739161  0.459
H38 2.728323 0.444035 -4.026952  0.597
H39 0.859731 -0.537724 -2.810181  0.336
C24 -3.537091 2.166524 -4.382542  -1.084
N6 -2.442886 2.676974 -3.565696  0.224
C25 -1.763151 1.932099 -2.692913  0.044
Se1 -2.029885 0.144916 -2.272471  -0.451
N7 -0.937608 2.728085 -2.014048  0.818
C26 -1.170673 4.051375 -2.387896  0.575
C27 -0.553738 5.194054 -1.939639  -0.506
C28 -1.052361 6.366941 -2.439677  -0.635
C29 -2.087905 6.336249 -3.409731  -0.442
C30 -2.622505 5.185206 -3.939247  -0.845
C31 -2.134365 4.030578 -3.344308  0.363
H40 -3.714612 1.119719 -4.138960  0.420
H41 -3.335176 2.268827 -5.453106  0.308
H42 -4.464749 2.734189 -4.142316  0.362
H43 -0.391228 2.391953 -1.212380  -0.735
H44 0.123672 5.144419 -1.092110  0.435
H45 -0.787053 7.407633 -2.078721  0.318
H46 -2.451011 7.264293 -3.772418  0.431
H47 -3.383130 5.172385 -4.722519  0.438

Forces on atoms 1 to 2 (eV/Å):
Sc -0.29 -0.59 -0.71
C -1.04 0.57 -0.88



Record 2
Molecular formula: CH8Si3
Method: DFT, the ωB97M-V functional and the def2-TZVPD basis

Values from the calculation:
**DFT total energy**: -911.2154 Ha
**ΔE to the lowest compared entry with this formula, charge and spin**: 107.2 kJ/mol
**HOMO level**: -8.5 eV
**Largest force on an atom**: 4.41 eV/A

Last column: natural (NBO) charge in e.
Geometry (Å):
C1 0.159936 1.802859 0.472929  -1.014
Si1 1.129203 -1.475061 -0.245853  0.381
Si2 -2.572766 -0.683778 -0.107750  0.481
Si3 -0.406283 0.133435 -0.526239  0.242
H1 0.676010 2.618241 -0.123492  0.239
H2 -0.836701 2.223428 0.597174  0.223
H3 0.747530 1.486915 1.393241  0.238
H4 0.162655 -2.767788 -0.017815  -0.154
H5 2.125072 -1.687290 0.682552  -0.139
H6 -2.839645 -0.088932 1.318175  -0.249
H7 1.739122 -1.907477 -1.582137  -0.118
H8 -0.084136 0.345448 -1.860788  -0.131

Forces on atoms 1 to 2 (eV/Å):
C 0.19 -0.68 -1.09
Si -1.89 -3.41 -2.06



Record 3
Molecular formula: C3H10N2O
Method: DFT, the ωB97M-V functional and the def2-TZVPD basis

Values from the calculation:
**DFT total energy**: -305.0046 Ha
**ΔE to the lowest compared entry with this formula, charge and spin**: 184.0 kJ/mol
**HOMO level**: -8.2 eV
**Largest force on an atom**: 2.78 eV/A

Last column: natural (NBO) charge in e.
Geometry (Å):
C1 1.815912 0.635044 0.099971  -0.043
O1 1.288412 -0.353917 0.921145  -0.835
C2 1.735759 0.283655 -1.402287  -0.649
H1 2.867826 0.819657 0.326582  0.154
H2 1.251216 1.572215 0.243472  0.117
H3 2.506835 0.670413 -2.056470  0.207
H4 0.784526 0.515304 -1.829235  0.189
H5 1.649423 -0.807920 -1.420033  0.204
N1 -2.889515 0.006489 0.770983  -0.794
C3 -1.533039 -0.113999 0.742952  0.352
N2 -0.878239 -1.067097 0.211168  -0.724
H6 -3.414911 -0.858056 0.731616  0.390
H7 -3.247297 0.653919 1.458877  0.395
H8 -0.976942 0.723053 1.159378  0.205
H9 0.405867 -0.927482 0.402741  0.465
H10 -1.365840 -1.751276 -0.360859  0.368

Forces on atoms 1 to 2 (eV/Å):
C -0.23 0.25 -0.75
O -0.39 -1.03 -0.57



Record 4
Molecular formula: C4H4Li2O2
Method: DFT, the ωB97M-V functional and the def2-TZVPD basis

Values from the calculation:
**DFT total energy**: -320.1809 Ha
**ΔE to the lowest compared entry with this formula, charge and spin**: 307.9 kJ/mol
**HOMO level (spin up / spin down)**: -5.6 / -5.7 eV
**Largest force on an atom**: 5.09 eV/A

Last column: natural (NBO) charge in e.
Geometry (Å):
H1 2.247677 -0.425801 -0.091250  0.196
C1 -1.251203 0.136061 -0.042119  0.135
C2 -0.799177 0.329149 -1.359999  -0.573
C3 1.264020 0.057172 -0.235675  -0.766
C4 1.377291 0.896494 0.789762  0.401
O1 1.443662 0.657046 2.025107  -0.799
O2 -1.109770 -0.976910 0.669950  -0.991
Li1 -0.300819 -0.431344 2.279896  0.946
Li2 0.758496 -2.111074 -0.501165  0.937
H2 -1.771266 1.012820 0.379288  0.130
H3 -0.831306 1.313269 -1.828885  0.203
H4 -1.027604 -0.456882 -2.084910  0.180

Forces on atoms 1 to 2 (eV/Å):
H 0.73 0.55 -0.21
C -0.66 0.41 -2.93